w:
Computed, not measured: a 3-piece molecular cluster, C3H8OS overall, with ωB97M-V with the def2-TZVPD basis set.

```
13
Properties=species:S:1:pos:R:3
C 1.92 1.33 -4.34
C 2.42 0.12 -4.65
H 1.74 1.60 -3.21
H 1.76 2.04 -5.11
H 2.74 -0.19 -5.73
H 2.46 -0.68 -3.87
C -2.67 -0.29 5.34
S -2.82 -1.84 5.35
H -2.60 0.30 6.20
H -2.64 0.32 4.46
O -0.62 -0.69 2.15
H -0.33 -1.46 1.75
H -1.37 -0.54 1.67
```

Results
HOMO level = -8.728 eV
Net charge = 0
Structure (SMILES) = C=C.C=S.O
Frontier orbital gap = 8.7 eV
LUMO energy = -0.06 eV



x:
Computed, not measured: a 2-piece molecular cluster, C3H8OS overall, with ωB97M-V with the def2-TZVPD basis set.

```
13
Properties=species:S:1:pos:R:3
C -0.68 1.58 -1.12
C -1.53 0.86 -0.39
O -1.71 1.22 0.93
H -0.43 1.14 -2.08
H -0.42 2.61 -0.90
H -1.94 -0.10 -0.65
H -2.16 0.52 1.39
C 2.02 -0.65 0.83
S 0.73 -1.34 -0.23
H 2.53 -1.44 1.38
H 2.69 -0.09 0.19
H 1.59 0.06 1.52
H 1.42 -2.39 -0.71
```

Results
HOMO level = -8.572 eV
Net charge = 0
Structure (SMILES) = C=CO.CS
Frontier orbital gap = 9.3 eV
LUMO energy = 0.76 eV



Most stable: x